(1)
The following is a DFT calculation (ωB97M-V with the def2-TZVPD basis set) of an isolated molecule of C4H8O2.

Each line ends with the Löwdin charge.
Geometry (Å):
C -1.93 0.54 -0.06  -0.1112
O -0.93 0.15 0.85  -0.1908
C -0.19 -0.97 0.47  -0.1595
C 1.24 -0.71 0.01  -0.4088
O 1.98 -1.66 -0.12  0.0697
C 1.70 0.70 -0.27  0.0018
H -2.59 -0.30 -0.32  0.0911
H -2.52 1.32 0.43  0.0912
H -1.51 0.96 -0.99  0.0884
H -0.10 -1.66 1.32  0.1376
H -0.69 -1.53 -0.34  0.1350
H 2.39 1.01 0.53  0.0962
H 0.88 1.42 -0.30  0.0691
H 2.26 0.72 -1.21  0.0902

Values from the calculation:
**LUMO level**: 0.87 eV
**SMILES string**: COCC(C)=O
**HOMO energy**: -9.48 eV
**Orbital gap**: 10.348 eV



(2)
The following is a DFT calculation (ωB97M-V with the def2-TZVPD basis set) of a structure of composition C21H17BN4NiO5.

Each line ends with the Löwdin spin population.
Geometry (Å):
Ni 0.65 0.40 -0.29  1.7610
O 0.85 -1.77 4.65  0.0007
C 1.57 -2.67 3.97  0.0004
C 2.07 -3.78 4.65  0.0002
C 2.82 -4.73 3.98  -0.0001
C 3.09 -4.59 2.62  0.0000
C 2.59 -3.49 1.95  0.0003
C 1.83 -2.52 2.59  0.0022
C 1.31 -1.37 1.79  0.0032
O 1.53 -1.33 0.56  0.0365
N 0.61 -0.49 2.50  0.0019
N 0.12 0.53 1.70  0.0436
C -0.66 1.37 2.26  -0.0014
C -1.32 2.47 1.60  -0.0004
C -2.10 3.32 2.40  -0.0010
C -2.80 4.39 1.90  -0.0008
C -2.73 4.63 0.52  -0.0010
C -1.98 3.83 -0.30  0.0021
C -1.24 2.70 0.18  0.0029
O -0.60 1.99 -0.65  0.0369
H 0.61 -1.05 3.98  0.0005
H 1.86 -3.86 5.71  0.0000
H 3.21 -5.58 4.53  0.0000
H 3.68 -5.34 2.10  0.0000
H 2.77 -3.35 0.89  0.0002
H -0.86 1.26 3.33  0.0020
H -2.13 3.10 3.47  0.0002
H -3.39 5.03 2.55  0.0000
H -3.26 5.48 0.10  0.0000
H -1.92 4.02 -1.36  0.0001
O 0.13 -1.25 -4.02  0.0013
C 0.13 -0.84 -2.85  0.0029
O 0.96 -0.10 -2.27  0.0323
C -1.07 -1.27 -1.98  0.0009
C -2.09 -2.06 -2.50  0.0015
C -3.14 -2.41 -1.67  -0.0017
C -3.13 -1.98 -0.34  0.0016
C -2.06 -1.21 0.09  0.0021
N -1.07 -0.86 -0.72  0.0356
H -2.03 -2.35 -3.53  0.0004
H -3.96 -3.02 -2.04  -0.0001
H -3.92 -2.24 0.34  0.0004
H -2.00 -0.84 1.10  0.0004
B 4.61 3.00 0.48  -0.0008
C 3.31 2.14 0.18  -0.0008
N 2.36 1.52 -0.05  0.0344
H 5.34 2.34 1.20  -0.0002
H 5.16 3.24 -0.58  -0.0003
H 4.27 4.02 1.04  -0.0002

Values from the calculation:
**LUMO level (spin up / spin down)**: 4.65 / 4.65 eV
**Spin multiplicity**: 3
**<S²>**: 2.00
**HOMO energy (spin up / spin down)**: -2.05 / -2.01 eV
**Orbital gap (spin up / spin down)**: 6.705 / 6.656 eV
**Charge**: -2



(3)
The following is a DFT calculation (ωB97M-V with the def2-TZVPD basis set) of a structure of composition C14H23N3OPdS3 in a non-equilibrium geometry.

Each line ends with the Löwdin charge.
Geometry (Å):
Pd -11.37 -5.04 -7.25  0.6611
C -11.88 -9.87 -4.73  -0.4005
S -10.27 -8.87 -4.75  0.6548
C -10.55 -7.66 -5.91  -1.2830
S -9.91 -6.09 -5.68  0.4451
N -11.25 -8.03 -7.01  -0.0926
N -11.63 -7.00 -7.80  -0.2742
C -12.39 -7.20 -8.84  -0.2183
C -12.94 -6.00 -9.40  -0.3142
C -13.93 -6.08 -10.50  -0.0790
C -14.49 -4.89 -10.87  -0.2169
C -14.24 -3.73 -10.19  -0.1900
C -13.43 -3.75 -9.07  -0.1807
N -12.73 -4.85 -8.69  -0.1203
H -11.93 -10.61 -3.95  -0.0060
H -11.92 -10.35 -5.74  0.0187
H -12.60 -9.10 -4.62  -0.0165
H -12.46 -8.21 -9.11  0.0580
H -14.19 -7.09 -10.85  0.0918
H -15.10 -4.77 -11.77  0.0764
H -14.72 -2.78 -10.51  0.0691
H -13.29 -2.86 -8.44  0.0723
C -10.84 -1.72 -7.88  -0.1485
C -10.40 -2.20 -6.51  -0.5484
C -8.95 -2.69 -6.53  -0.1379
C -11.38 -3.34 -6.05  -0.3496
H -10.18 -0.85 -8.08  0.0625
H -11.89 -1.46 -7.81  0.0456
H -10.77 -2.46 -8.69  0.0638
H -10.64 -1.39 -5.79  0.1037
H -8.73 -3.32 -7.41  0.0678
H -8.77 -3.22 -5.57  0.0547
H -8.19 -1.90 -6.53  0.0473
H -12.45 -3.06 -6.17  0.0112
H -11.06 -3.70 -5.03  -0.0048
C -16.80 -8.04 -4.44  -0.2835
S -16.63 -6.59 -5.44  0.7865
C -16.10 -5.32 -4.37  -0.2782
O -17.95 -6.15 -6.02  -0.5734
H -15.85 -8.51 -4.42  0.0236
H -17.50 -8.73 -5.01  0.0750
H -17.19 -7.81 -3.44  0.0484
H -15.17 -5.60 -3.87  0.0637
H -16.92 -5.21 -3.64  0.0531
H -15.93 -4.41 -4.95  0.0622

Values from the calculation:
**LUMO level**: 4.37 eV
**HOMO energy**: 2.03 eV
**Orbital gap**: 2.345 eV
**Charge**: -2



(4)
The following is a DFT calculation (ωB97M-V with the def2-TZVPD basis set) of a structure of composition C31H45ClN6O4PS2Y in a non-equilibrium geometry.

Each line ends with the Löwdin charge.
Geometry (Å):
Y 0.36 0.07 -0.50  1.4377
C -0.99 -3.72 -3.10  -0.0306
C -0.60 -2.82 -1.97  -0.2693
N 0.38 -1.99 -2.01  -0.0558
N 1.11 -1.94 -3.16  -0.0093
C 2.28 -1.35 -3.00  -0.8506
N 3.02 -1.23 -4.12  0.0669
S 2.99 -0.84 -1.50  0.5980
C -1.28 -2.94 -0.65  -0.2065
C -2.18 -3.96 -0.39  -0.0018
C -2.67 -4.12 0.90  -0.0596
C -2.27 -3.23 1.88  -0.0767
C -1.41 -2.21 1.53  -0.1803
N -0.91 -2.07 0.30  0.0416
H -0.58 -3.34 -4.03  0.0675
H -2.08 -3.78 -3.18  0.0743
H -0.61 -4.73 -2.95  0.0923
H 2.55 -1.34 -5.00  0.0945
H 3.83 -0.63 -4.08  0.0725
H -2.46 -4.65 -1.17  0.1063
H -3.36 -4.92 1.12  0.1125
H -2.63 -3.31 2.90  0.1057
H -1.08 -1.47 2.25  0.1072
Cl 2.02 3.89 1.94  0.6619
C 0.43 4.07 1.19  -0.6057
C 0.04 5.36 0.86  -0.1459
C -1.21 5.58 0.32  -0.1140
C -2.06 4.50 0.13  -0.1007
C -1.65 3.22 0.47  -0.0703
C -0.38 2.94 1.01  -0.3473
C -0.01 1.57 1.37  -0.2451
H 0.72 6.18 1.05  0.0936
H -1.52 6.59 0.07  0.0926
H -3.05 4.64 -0.29  0.1036
H -2.31 2.38 0.30  0.0740
H -0.90 1.07 1.78  0.0200
H 0.79 1.53 2.10  0.0109
C -5.90 3.56 -4.94  -0.0540
C -4.78 2.84 -4.23  -0.2663
C -4.94 1.53 -3.80  -0.0124
C -3.92 0.85 -3.14  -0.1925
C -4.13 -0.57 -2.70  -0.0266
C -2.70 1.51 -2.94  -0.0538
C -2.51 2.82 -3.39  -0.1848
C -1.19 3.54 -3.22  -0.0322
C -3.56 3.47 -4.02  -0.0093
C -1.60 0.84 -2.19  -0.5867
O -0.44 0.79 -2.65  -0.0550
O -1.85 0.35 -1.04  -0.1569
H -6.87 3.13 -4.68  0.0731
H -5.79 3.48 -6.03  0.0819
H -5.92 4.61 -4.69  0.0756
H -5.89 1.02 -3.96  0.1128
H -5.16 -0.88 -2.88  0.0764
H -3.90 -0.70 -1.64  0.0549
H -3.47 -1.25 -3.25  0.0859
H -0.75 3.37 -2.24  0.0565
H -1.33 4.61 -3.37  0.0792
H -0.47 3.17 -3.95  0.0926
H -3.42 4.49 -4.36  0.1163
C 3.81 -2.43 1.51  -0.2655
S 2.03 -2.52 1.43  0.8347
C 1.75 -2.98 3.12  -0.2454
O 1.55 -1.08 1.37  -0.6490
H 4.19 -3.44 1.67  0.0621
H 4.09 -1.77 2.32  0.0671
H 4.15 -2.05 0.55  -0.0134
H 2.27 -3.92 3.33  0.0613
H 0.68 -3.12 3.26  0.0385
H 2.11 -2.18 3.76  0.0685
N 3.79 2.37 -0.70  0.1709
C 2.58 2.80 -1.13  -0.6656
N 2.49 4.10 -1.54  0.1834
O 1.60 2.06 -1.23  -0.0940
H 4.48 3.02 -0.39  0.1013
H 3.86 1.40 -0.45  0.0413
H 3.18 4.77 -1.25  0.1012
H 1.55 4.43 -1.69  0.1006
C -4.87 1.60 1.33  -0.3055
P -3.90 0.06 1.58  0.8177
C -4.01 -0.04 3.42  -0.3120
C -5.23 -1.16 1.18  -0.2963
H -5.88 1.52 1.74  0.0381
H -4.93 1.82 0.26  0.0318
H -4.35 2.44 1.81  0.0322
H -5.01 0.18 3.79  0.0345
H -3.30 0.65 3.87  0.0321
H -3.74 -1.05 3.75  0.0181
H -6.00 -1.19 1.96  0.0360
H -4.82 -2.16 1.05  0.0081
H -5.71 -0.88 0.24  0.0283

Values from the calculation:
**LUMO level**: 0.04 eV
**HOMO energy**: -6.52 eV
**Orbital gap**: 6.569 eV